Entry 1:
Density functional theory data (ωB97M-V/def2-TZVPD) for a structure of composition C30H22BBrF6N10O4Ti.

Properties
**⟨S²⟩**: 2.006
**HOMO-LUMO gap (alpha / beta)**: 4.603 / 6.413 eV
**Charge**: -2
**Multiplicity**: 3
**M**: 839.14 Da
**F_max**: 0.44 eV/Å

CARTESIAN COORDINATES (ANGSTROEM)
Ti -0.296 0.196 -1.088
Br 0.481 -0.806 2.844
C 1.464 0.572 3.703
C 1.349 0.603 5.070
C 2.110 1.495 5.840
C 3.003 2.322 5.227
C 3.149 2.318 3.818
C 4.114 3.168 3.223
C 4.270 3.167 1.865
C 3.460 2.368 1.051
C 2.471 1.545 1.572
C 2.339 1.464 3.011
H 0.674 -0.092 5.552
H 1.996 1.499 6.918
H 3.625 3.000 5.801
H 4.714 3.802 3.865
H 5.011 3.807 1.397
H 3.563 2.426 -0.026
B -3.146 2.200 -1.655
N -3.447 1.167 -0.528
C -4.598 0.930 0.117
C -4.398 -0.116 1.000
C -3.051 -0.458 0.827
N -2.493 0.321 -0.099
N -1.934 3.050 -1.227
C -1.910 4.365 -0.954
C -0.635 4.705 -0.546
C 0.070 3.494 -0.593
N -0.720 2.512 -1.011
H -4.112 2.924 -1.759
H -2.900 1.601 -2.682
H -5.478 1.508 -0.114
H -5.115 -0.560 1.670
H -2.460 -1.220 1.313
H -2.805 4.954 -1.069
H -0.270 5.674 -0.250
H 1.094 3.273 -0.340
N 4.929 -0.902 -1.635
C 3.751 -0.167 -1.404
N 3.528 0.827 -2.351
N 3.028 -0.407 -0.388
C 1.768 0.230 -0.305
N 1.549 0.978 0.732
H 5.714 -0.296 -1.837
H 5.121 -1.482 -0.830
H 3.769 0.524 -3.286
H 2.553 1.123 -2.326
F -6.212 -3.503 -0.814
C -5.112 -2.902 -1.307
C -3.905 -3.456 -1.155
N -2.776 -2.866 -1.664
C -1.453 -3.449 -1.389
C -0.967 -2.877 -0.037
O -1.252 -3.532 0.975
O -0.414 -1.752 -0.111
C -2.828 -1.635 -2.255
O -1.840 -1.036 -2.639
N -4.093 -1.109 -2.433
C -5.295 -1.628 -1.977
O -6.358 -1.064 -2.148
H -3.754 -4.378 -0.614
H -0.788 -3.176 -2.205
H -1.580 -4.528 -1.326
H -4.085 -0.153 -2.777
F 1.080 -1.854 -3.143
C 0.963 -0.709 -3.876
C 0.490 0.445 -3.282
C 0.435 1.513 -4.160
F -0.014 2.728 -3.754
C 0.822 1.467 -5.491
F 0.747 2.554 -6.294
C 1.292 0.279 -6.017
F 1.674 0.201 -7.311
C 1.361 -0.831 -5.197
F 1.813 -1.999 -5.709

Atom charges from the Löwdin analysis, given in e for atoms 1 to 5: number 1, Ti, carries 0.8052; number 2, Br, carries 0.8757; number 3, C, carries -0.5672; number 4, C, carries -0.1743; number 5, C, carries -0.1119



Entry 2:
Density functional theory data (ωB97M-V/def2-TZVPD) for the ion C7H9N2O2 with charge -1 at a distorted geometry.

Properties
**HOMO-LUMO gap**: 6.270 eV
**Charge**: -1
**M**: 153.16 Da
**F_max**: 3.53 eV/Å

CARTESIAN COORDINATES (ANGSTROEM)
C -0.269 3.334 -0.126
C 0.491 2.226 0.073
C -1.664 3.456 -0.495
C -0.441 -1.506 0.013
C 0.330 -0.228 -0.029
C 1.793 -0.572 0.027
C -1.751 1.299 0.218
N -0.194 0.939 0.042
N -2.404 2.331 -0.419
O 1.744 2.189 0.166
O -2.078 4.511 -1.035
H 0.297 4.251 -0.371
H -0.799 -1.782 -1.006
H -1.274 -1.629 0.625
H 2.041 -1.531 -0.569
H 2.018 -0.619 1.022
H 2.548 0.207 -0.188
H 0.198 -2.375 0.257
H -2.317 0.433 -0.116
H -1.612 1.617 1.273

Atom charges from the natural (NBO) analysis, given in e for atoms 1 to 5: number 1, C, carries -0.5037; number 2, C, carries 0.5038; number 3, C, carries 0.5704; number 4, C, carries -0.6743; number 5, C, carries 0.3762



Entry 3:
Density functional theory data (ωB97M-V/def2-TZVPD) for a cluster of 2 separate species, C4H10N3 in total at a distorted geometry.

Properties
**HOMO-LUMO gap**: 10.677 eV
**Charge**: +1
**M**: 100.14 Da
**F_max**: 3.95 eV/Å

CARTESIAN COORDINATES (ANGSTROEM)
C 1.570 1.150 0.805
C 1.770 -0.004 0.055
C 0.365 1.665 0.445
C -1.469 0.847 -1.113
N -0.186 0.792 -0.465
N -0.414 -2.116 0.661
N 0.635 -0.293 -0.625
H 2.215 1.581 1.423
H 2.635 -0.607 -0.139
H -0.152 2.600 0.564
H -1.531 0.675 -2.259
H -2.225 0.046 -0.632
H -1.868 1.886 -0.960
H -0.470 -2.966 0.121
H 0.230 -2.312 1.499
H 0.183 -1.298 -0.298
H -1.287 -1.647 0.917

Atom charges from the natural (NBO) analysis, given in e for atoms 1 to 5: number 1, C, carries -0.3018; number 2, C, carries 0.0437; number 3, C, carries 0.0522; number 4, C, carries -0.4391; number 5, N, carries -0.1437



Entry 4:
Density functional theory data (ωB97M-V/def2-TZVPD) for a cluster of 9 separate species, C19H56O17 in total at a distorted geometry.

Properties
**HOMO-LUMO gap**: 9.888 eV
**Charge**: 0
**Structure (SMILES)**: CC(C)O.OCCO.OCCO.OCCO.OCCO.OCCO.OCCO.OCCO.OCCO
**M**: 556.64 Da
**F_max**: 1.74 eV/Å

CARTESIAN COORDINATES (ANGSTROEM)
C -4.299 -0.094 -0.010
C -4.194 1.395 -0.283
C -4.796 2.249 0.802
O -2.835 1.766 -0.566
H -5.331 -0.391 0.111
H -3.782 -0.452 0.897
H -3.804 -0.591 -0.833
H -4.747 1.569 -1.207
H -4.933 3.280 0.447
H -4.208 2.194 1.723
H -5.801 1.890 1.045
H -2.404 2.200 0.190
C 4.860 1.815 0.192
C 5.256 2.153 -1.213
O 5.582 3.510 -1.300
O 3.601 2.464 0.506
H 5.651 2.201 0.832
H 4.708 0.746 0.308
H 4.473 1.810 -1.875
H 6.073 1.503 -1.535
H 5.265 3.855 -2.133
H 3.770 3.119 1.201
C 1.511 -4.677 -2.750
C 0.897 -3.252 -2.630
O 0.927 -2.527 -3.867
O 1.492 -5.344 -1.471
H 2.502 -4.507 -3.149
H 0.938 -5.236 -3.508
H 1.522 -2.732 -1.903
H -0.124 -3.328 -2.277
H 0.031 -2.534 -4.201
H 2.151 -6.031 -1.524
C -0.552 1.783 -6.073
C -0.196 1.096 -4.756
O -1.404 0.496 -4.270
O -1.317 0.835 -6.837
H 0.339 2.009 -6.647
H -1.113 2.725 -5.892
H 0.282 1.799 -4.090
H 0.547 0.294 -4.949
H -1.281 0.179 -3.353
H -1.835 0.364 -6.174
C 0.690 0.813 -0.435
C -0.331 -0.352 -0.430
O -1.311 -0.324 -1.459
O 1.474 0.809 0.758
H 0.142 1.741 -0.507
H 1.275 0.722 -1.347
H -0.839 -0.477 0.539
H 0.225 -1.269 -0.490
H -1.925 0.437 -1.353
H 2.165 1.511 0.628
C 2.737 -1.329 3.133
C 1.795 -2.498 2.888
O 2.552 -3.639 2.504
O 3.379 -0.973 1.887
H 3.557 -1.539 3.814
H 2.076 -0.533 3.523
H 1.061 -2.245 2.112
H 1.213 -2.704 3.813
H 2.053 -4.470 2.463
H 2.681 -0.519 1.380
C -2.180 0.906 4.731
C -1.065 0.709 3.703
O -0.672 -0.676 3.636
O -1.749 0.676 6.031
H -3.075 0.341 4.472
H -2.483 1.952 4.576
H -0.282 1.375 4.109
H -1.414 1.064 2.728
H 0.020 -0.747 2.968
H -1.838 -0.255 6.241
C -0.490 4.281 1.276
C -0.596 5.231 0.067
O 0.671 5.873 -0.101
O -1.739 3.594 1.536
H -0.172 4.853 2.175
H 0.294 3.532 1.082
H -1.335 5.999 0.234
H -0.776 4.609 -0.783
H 0.675 6.102 -1.029
H -2.347 4.230 1.930
C -1.021 -4.058 0.508
C -0.965 -4.613 1.908
O 0.107 -5.508 2.119
O -1.060 -5.196 -0.383
H -0.163 -3.423 0.274
H -1.869 -3.398 0.373
H -1.864 -5.157 2.157
H -0.799 -3.821 2.631
H 0.280 -5.881 1.236
H -0.187 -5.362 -0.806

Atom charges from the Löwdin analysis, given in e for atoms 1 to 5: number 1, C, carries -0.0468; number 2, C, carries -0.4651; number 3, C, carries -0.0537; number 4, O, carries -0.0730; number 5, H, carries 0.0798



Entry 5:
Density functional theory data (ωB97M-V/def2-TZVPD) for a structure of composition C23H40NO2P3Tc at a distorted geometry.

Properties
**⟨S²⟩**: 3.755
**HOMO-LUMO gap (alpha / beta)**: 7.263 / 4.634 eV
**Charge**: +4
**Multiplicity**: 4
**M**: 553.50 Da
**F_max**: 7.33 eV/Å

CARTESIAN COORDINATES (ANGSTROEM)
P -1.295 4.210 -0.872
C -3.130 4.063 -0.815
H -3.587 4.976 -1.207
H -3.411 3.945 0.236
H -3.475 3.194 -1.380
C -1.222 5.862 -1.698
H -1.036 5.824 -2.783
H -0.426 6.443 -1.205
H -2.167 6.385 -1.492
C -0.950 2.973 -2.218
H -0.667 3.462 -3.166
H -1.827 2.309 -2.358
H -0.105 2.343 -1.879
P 0.141 -4.656 -1.526
C -1.445 -5.391 -1.027
H -1.494 -6.423 -1.404
H -2.270 -4.788 -1.416
H -1.499 -5.362 0.068
C 0.180 -4.797 -3.335
H 1.163 -4.458 -3.692
H -0.575 -4.142 -3.786
H 0.012 -5.847 -3.590
C 1.330 -5.951 -1.081
H 0.972 -6.888 -1.538
H 1.388 -6.030 0.006
H 2.322 -5.678 -1.458
P 0.407 2.930 3.350
C -0.623 1.745 4.310
H -0.280 1.831 5.347
H -0.471 0.732 3.920
H -1.672 2.018 4.205
C 1.613 1.573 2.901
H 2.081 1.123 3.793
H 2.371 1.936 2.197
H 1.035 0.783 2.379
C 1.188 3.878 4.725
H 1.072 3.292 5.658
H 0.589 4.794 4.820
H 2.250 4.107 4.515
Tc 1.491 0.055 -0.624
C -0.106 -0.578 -1.618
O -1.042 -0.993 -2.193
C 0.992 -1.514 0.488
O 0.757 -2.472 1.113
C 3.362 -0.660 -0.070
C 3.340 0.703 0.184
C 2.934 1.592 -0.791
C 2.576 1.157 -2.056
C 2.587 -0.218 -2.332
C 2.959 -1.147 -1.338
H 3.618 -1.313 0.760
H 3.678 1.095 1.134
H 2.961 2.644 -0.559
H 2.256 1.892 -2.793
H 2.243 -0.585 -3.299
H 2.860 -2.204 -1.563
C -4.976 1.028 3.126
C -3.898 0.390 2.297
C -3.769 0.719 0.947
C -2.696 0.193 0.218
N -1.767 -0.616 0.746
C -1.957 -1.025 2.012
C -2.981 -0.528 2.832
H -4.799 2.105 3.279
H -5.971 0.945 2.662
H -4.993 0.528 4.099
H -4.481 1.389 0.461
H -2.604 0.452 -0.836
H -1.270 -1.767 2.416
H -3.018 -0.863 3.870

Atom charges from the natural (NBO) analysis, given in e for atoms 1 to 5: number 1, P, carries 1.2881; number 2, C, carries -0.9359; number 3, H, carries 0.2956; number 4, H, carries 0.2712; number 5, H, carries 0.2701